No. 1
This record from OMol25 describes a cluster of 14 separate species, C72H120B6F24N12O8 in total in a non-equilibrium geometry. The level of theory is ωB97M-V/def2-TZVPD.

Values from the calculation:
Lowest unoccupied orbital energy (eV): -10.3423
Max |F| (eV/A): 3.57
Orbital gap (eV): 6.821
Multiplicity: 1
Total charge: +6
HOMO energy (eV): -17.16

```
242
Properties=species:S:1:pos:R:3:forces:R:3
H 19.962 -29.223 1.548 -0.2 -0.6 0.2
O 21.628 -20.234 3.622 0.0 -1.7 -0.7
H 11.949 -28.406 0.965 0.5 0.0 1.1
N 32.768 -36.526 -2.979 0.7 -0.5 -0.9
F 21.158 -27.309 3.973 -0.5 0.6 0.0
H 15.782 -21.089 2.861 0.1 0.5 -0.2
C 11.454 -28.122 0.076 0.8 0.8 -1.3
H 18.628 -15.700 -7.876 -0.3 0.2 0.5
H 21.442 -16.407 -4.589 1.1 0.1 0.6
H 26.389 -37.244 0.346 0.3 0.1 0.3
H 17.054 -17.620 3.370 0.1 -0.3 -0.2
C 18.524 -27.719 1.251 -0.8 -0.1 1.1
N 23.658 -28.079 7.000 -2.8 0.9 -1.9
H 15.638 -34.162 -1.525 -0.1 -0.3 0.2
H 11.428 -35.705 0.809 -0.1 -0.3 -0.4
H 10.768 -28.891 -0.175 -1.4 -0.4 0.0
H 21.601 -33.299 2.203 0.4 -0.7 1.0
H 21.333 -27.980 -2.584 0.4 0.1 -0.1
C 19.021 -33.267 2.218 1.4 0.4 0.4
H 15.397 -18.340 3.241 0.3 0.0 0.1
H 13.877 -27.478 -3.143 -0.8 -0.2 -0.5
F 17.076 -30.566 -0.377 -0.6 0.3 -0.3
N 26.762 -35.196 0.386 0.9 -1.0 -1.1
F 24.608 -32.790 3.122 0.0 0.7 0.0
C 19.740 -16.301 -5.644 -2.2 1.1 -0.1
H 17.750 -33.051 -1.379 -0.7 0.0 -0.1
H 14.034 -29.156 -1.568 0.5 -0.5 -1.5
C 22.504 -18.573 -5.668 1.7 -1.3 -2.3
H 30.120 -34.485 -3.308 0.3 -0.7 0.0
C 22.591 -35.186 -5.215 1.0 2.3 -2.5
C 13.497 -33.842 1.606 0.4 0.2 0.5
C 22.323 -26.360 15.134 0.6 1.7 -0.2
H 15.619 -28.827 -3.888 -0.2 0.7 -0.4
F 19.198 -25.988 3.597 0.4 0.1 0.0
H 11.051 -27.096 0.128 -0.1 -0.6 0.1
O 21.417 -17.822 -6.127 -0.4 0.9 0.4
O 12.459 -28.194 -0.949 0.4 0.8 0.2
H 19.464 -33.271 3.226 -0.1 -0.1 -0.7
C 23.691 -38.918 -8.559 -1.5 -0.4 -0.9
H 24.909 -34.224 0.413 0.5 -1.0 1.2
C 24.896 -30.821 -2.085 -0.9 0.7 -2.8
C 30.743 -35.308 -2.922 -1.1 0.9 1.4
H 16.873 -19.979 1.908 -0.1 -0.4 0.0
H 19.458 -37.579 -7.177 0.2 -0.2 -0.5
H 17.716 -22.430 2.394 -0.2 -0.1 -0.3
H 11.225 -34.413 -0.488 -0.9 -0.3 -0.1
H 22.339 -22.154 2.768 -0.4 0.9 0.5
C 15.284 -29.681 -3.343 -0.7 -1.9 1.0
H 33.166 -37.996 -1.695 -0.4 -0.3 0.6
C 21.775 -28.513 -0.539 -0.5 0.2 0.3
C 25.020 -37.279 -7.313 -1.0 0.7 -0.4
H 25.370 -36.152 -5.377 -1.4 -0.6 -1.4
N 23.859 -29.960 -1.574 -1.0 1.0 0.3
H 21.516 -31.695 1.594 -0.4 0.7 0.2
H 12.819 -33.707 2.414 -0.3 0.0 0.6
C 17.704 -33.519 2.040 -1.0 -0.5 -1.9
H 22.228 -19.583 -5.351 -0.2 0.2 0.2
C 11.526 -34.672 0.512 0.9 0.9 0.6
C 20.193 -22.014 2.962 0.3 -0.7 1.6
F 20.132 -21.784 -1.638 0.1 -0.5 -0.4
C 23.601 -29.998 -0.262 -0.1 1.0 -1.3
H 23.217 -35.077 -4.384 0.9 -0.1 1.4
H 22.295 -29.438 1.318 0.5 0.3 -0.3
C 24.544 -36.657 -6.020 1.1 1.2 1.2
O 16.874 -19.681 3.944 -0.1 1.4 0.3
N 18.220 -26.488 0.786 1.2 -0.6 -0.9
H 19.276 -20.234 3.449 0.1 0.2 0.1
H 13.576 -32.996 -5.028 0.4 -0.4 0.1
H 11.056 -34.050 1.299 0.1 -0.3 -0.8
H 12.722 -28.506 -4.181 0.8 0.1 0.5
H 23.222 -18.680 -6.541 -1.0 -0.1 0.8
H 20.517 -13.359 -8.577 -0.4 -0.4 0.1
C 17.974 -33.130 -0.330 0.4 -0.4 1.1
H 21.827 -32.983 0.520 0.1 -0.2 -0.5
C 21.546 -21.359 2.717 -0.6 0.2 -0.1
H 24.304 -39.736 -8.111 -0.2 1.0 0.0
H 25.418 -27.848 9.764 0.5 -0.2 0.3
H 15.350 -33.360 -5.138 0.0 0.1 -0.2
F 19.087 -28.211 4.072 -0.2 0.1 0.4
H 17.107 -33.897 2.840 0.0 0.2 0.6
C 13.746 -34.435 -0.633 -1.2 -0.3 0.1
O 14.763 -32.093 -3.584 0.4 0.2 0.1
C 24.012 -26.474 11.758 0.2 -1.0 0.2
H 23.992 -34.884 -6.830 0.0 1.0 0.0
F 26.454 -33.044 -2.345 0.0 -2.2 -0.9
F 19.879 -30.835 -3.367 -0.1 -0.5 0.7
C 20.604 -27.812 0.066 -0.5 0.8 -0.1
F 20.073 -23.190 0.237 0.6 -0.2 -0.3
H 15.901 -30.976 -4.936 0.8 -0.3 -0.3
C 13.135 -28.304 -3.172 0.9 0.2 -0.6
C 25.476 -34.967 1.059 -0.7 0.3 0.3
H 22.834 -28.053 5.057 -0.3 -0.6 -0.2
C 32.415 -37.262 -1.936 -1.4 0.2 0.8
H 34.726 -35.982 -3.589 -0.3 -0.8 -0.4
C 28.369 -36.797 -0.485 -2.1 0.7 -0.1
H 20.086 -22.427 4.008 0.4 0.6 -1.0
H 21.044 -38.408 -6.587 -0.7 0.2 -0.6
H 24.177 -29.394 5.386 -0.8 0.9 -0.2
H 14.209 -30.727 -4.978 -0.4 0.5 -0.1
H 25.420 -31.310 -1.344 1.0 -0.7 1.7
C 34.088 -36.889 -3.652 -0.5 1.3 0.1
C 16.745 -20.545 2.844 -0.6 0.2 0.2
H 25.648 -28.427 7.362 -0.5 0.0 0.1
H 24.292 -30.499 0.323 0.9 -1.1 0.8
C 19.895 -14.250 -8.785 0.3 0.0 -0.1
C 22.054 -28.432 -1.911 0.0 -0.7 0.8
H 13.279 -34.728 -1.580 -0.2 0.0 0.7
C 24.548 -27.858 9.148 -0.7 0.4 -0.5
C 14.824 -33.541 1.688 0.9 0.0 1.5
N 22.584 -26.677 13.692 1.2 1.0 -0.2
H 19.270 -15.609 -4.892 0.4 -0.8 -0.5
C 28.702 -34.436 -0.772 0.1 0.6 0.4
F 21.744 -31.722 -4.376 -0.8 -0.2 1.0
H 14.426 -34.111 -3.845 -0.2 0.4 -0.2
H 20.402 -17.810 -4.371 -0.4 -0.6 1.1
H 25.539 -36.455 -7.862 0.0 -1.0 0.0
C 15.042 -30.888 -4.300 0.0 0.2 0.8
H 21.183 -27.258 9.093 1.0 0.2 -0.2
C 20.796 -17.114 -5.067 0.5 -0.8 -0.8
F 15.660 -28.701 -0.105 0.2 -1.5 0.0
H 23.112 -18.084 -4.944 0.1 0.6 1.0
H 24.520 -27.633 5.173 -0.2 -0.5 -0.1
C 21.942 -27.740 11.691 1.6 1.2 -0.1
B 19.781 -27.015 4.341 0.6 -0.6 0.4
H 22.078 -27.265 15.633 -0.3 -0.6 0.5
H 19.994 -22.849 2.293 0.1 0.3 -0.2
B 24.938 -31.495 2.614 0.0 -1.0 0.3
C 22.231 -27.451 8.775 -1.6 0.4 0.0
H 23.165 -29.288 -3.517 0.6 -0.1 1.6
C 20.301 -26.560 -0.438 -1.5 0.4 -1.1
H 25.666 -34.619 2.110 -0.3 0.1 -1.2
H 23.192 -25.863 15.621 -0.3 -0.8 -0.7
C 22.824 -19.538 3.369 0.7 0.0 1.0
F 25.443 -35.206 -2.258 0.6 0.4 -0.2
H 29.428 -33.681 -1.091 -1.0 0.3 0.1
H 24.426 -25.729 13.654 0.1 0.6 0.7
F 25.774 -31.718 1.495 0.4 0.3 -0.1
H 13.462 -30.325 -2.586 0.4 0.6 0.0
F 20.285 -33.155 -3.296 -0.4 0.2 0.6
F 14.690 -30.867 -0.353 1.4 0.8 0.0
H 25.032 -26.310 11.387 -0.7 0.6 0.1
H 20.822 -14.651 -6.257 0.6 0.5 0.3
N 12.984 -34.318 0.507 -0.6 -0.5 -1.9
H 20.854 -16.750 -10.585 -0.2 -0.5 0.0
C 21.734 -27.435 13.007 -0.4 -0.6 0.1
C 31.171 -37.029 -1.293 0.6 -0.1 0.2
H 27.148 -33.214 0.191 -0.1 0.7 -0.2
F 19.817 -26.677 5.731 -0.1 -0.3 -0.7
C 17.805 -21.578 3.057 -0.9 -1.0 0.3
F 15.877 -30.371 1.550 0.1 0.3 -0.4
C 20.265 -37.626 -6.466 1.6 0.5 0.2
H 21.607 -20.947 1.694 -0.2 -0.3 0.1
N 19.105 -21.015 2.817 1.6 0.2 0.1
H 20.732 -35.701 -4.387 -0.7 0.7 0.3
H 22.247 -34.164 -5.451 0.1 -0.4 -0.1
C 16.975 -25.833 1.245 -0.1 0.0 -1.5
B 26.254 -34.370 -3.059 0.4 1.1 0.3
H 20.846 -15.809 -7.450 0.7 -0.7 0.5
O 23.775 -37.596 -7.995 1.7 -0.9 0.2
C 30.340 -36.002 -1.740 1.7 -0.4 -1.3
H 21.778 -37.004 -4.600 0.3 -0.9 0.0
F 18.837 -21.324 0.133 -0.5 0.4 0.3
H 16.031 -29.863 -2.545 -0.3 -0.3 -0.6
H 19.864 -37.799 -5.510 -1.0 -0.4 1.3
C 14.509 -33.205 -4.467 -0.3 0.6 0.4
H 11.591 -27.016 -2.506 0.3 0.3 0.4
C 20.093 -16.180 -10.065 -0.8 0.0 -1.8
F 18.293 -23.185 -1.141 0.1 0.4 -0.3
C 27.135 -36.482 0.144 1.4 0.0 -0.9
H 16.918 -25.819 2.295 0.2 -0.4 1.4
H 23.678 -20.263 3.395 -0.4 0.9 0.4
H 21.269 -28.337 11.141 -0.7 -0.7 -0.3
F 27.577 -34.994 -3.250 -1.9 0.9 0.0
C 22.440 -27.625 7.437 1.4 -1.2 0.1
C 24.675 -28.152 7.791 2.3 -0.3 1.8
H 17.777 -28.255 1.839 0.2 0.6 0.1
N 13.981 -29.424 -2.616 -1.0 0.1 1.0
H 20.934 -27.862 13.575 -0.5 0.0 0.1
H 24.429 -31.555 -2.744 0.0 0.0 0.1
H 33.925 -37.306 -4.640 -0.3 0.7 -0.4
B 20.808 -31.861 -3.231 2.1 0.4 -2.5
C 21.469 -36.083 -5.057 -1.1 -1.9 -1.8
H 30.817 -37.554 -0.385 0.9 0.0 -0.7
C 23.293 -27.518 9.665 1.2 -0.9 -1.9
H 21.721 -27.508 6.668 -1.0 0.2 -0.4
H 18.574 -14.062 -7.026 0.5 -0.9 0.0
C 27.500 -34.174 -0.108 0.9 -0.9 0.8
H 32.242 -35.105 -4.404 0.4 0.3 -0.1
F 21.652 -31.717 -2.096 -0.7 -0.1 0.6
H 18.790 -24.867 -0.350 0.5 -1.1 -0.4
H 17.753 -21.966 4.095 0.1 0.4 -0.5
H 34.541 -37.716 -3.156 0.3 -0.3 1.0
H 19.161 -13.978 -9.571 0.2 -0.1 0.6
H 24.056 -37.346 -5.363 -0.3 -0.7 0.2
F 25.560 -34.082 -4.258 0.8 -0.4 0.6
H 19.359 -16.811 -9.529 0.6 0.1 0.1
C 15.649 -33.718 0.601 0.6 -0.3 -0.2
B 15.865 -30.114 0.169 -1.1 0.0 0.7
O 20.933 -36.347 -6.406 0.2 0.2 1.3
H 16.978 -24.786 0.952 0.0 -0.1 -0.5
H 23.791 -38.935 -9.666 0.6 0.3 0.7
N 19.853 -32.973 1.170 -1.8 0.3 -0.5
C 19.198 -14.848 -7.504 0.1 1.8 -1.9
C 17.114 -33.484 0.739 1.2 0.8 -0.1
N 20.303 -15.401 -6.672 -1.6 0.3 -1.1
C 29.130 -35.723 -0.990 -1.2 -1.1 0.7
H 22.854 -18.722 4.110 0.5 -0.6 -0.2
C 23.763 -28.360 5.517 1.9 0.4 0.7
H 22.621 -39.157 -8.455 0.4 -0.3 0.3
C 19.329 -32.891 -0.082 -0.6 -0.5 1.1
F 23.751 -30.909 2.097 -0.1 -0.1 1.0
H 25.639 -38.169 -7.129 -0.1 0.4 -0.2
H 22.827 -19.083 2.402 -0.1 0.3 -0.9
C 23.688 -26.206 13.058 0.3 -0.3 1.0
C 23.109 -27.247 11.056 -1.5 -0.1 1.1
C 31.957 -35.559 -3.473 0.1 -0.7 -0.5
C 22.564 -29.297 0.271 -0.8 -0.1 0.7
H 16.124 -17.980 4.832 0.1 -0.2 -0.4
C 23.106 -29.192 -2.391 -0.9 -0.2 -1.7
C 16.339 -18.322 3.808 -0.3 -0.9 0.5
C 15.069 -34.166 -0.597 0.9 1.0 -0.1
C 19.727 -28.313 1.047 1.0 -0.3 -1.3
H 16.127 -26.389 0.823 0.2 0.3 0.1
H 19.988 -32.677 -0.898 0.5 0.2 -0.2
H 24.971 -35.964 1.132 0.2 1.1 -0.3
H 19.183 -20.684 1.856 -0.4 0.1 -0.5
H 18.914 -16.839 -6.142 0.6 -0.1 0.4
H 25.522 -30.189 -2.699 0.5 -0.1 -0.1
H 20.915 -26.206 -1.279 -0.4 0.5 0.7
H 15.209 -33.277 2.688 -0.3 0.3 -0.9
N 23.490 -35.636 -6.397 0.1 -0.4 1.5
H 28.529 -37.840 -0.787 0.1 0.5 0.4
C 11.992 -28.003 -2.259 -1.3 -0.7 0.6
C 21.264 -32.715 1.395 0.4 0.0 -0.6
H 11.113 -28.665 -2.389 0.4 -0.1 -0.4
H 22.898 -36.054 -7.122 -0.3 -0.2 0.0
H 21.544 -25.586 15.213 -0.1 -0.6 -0.2
C 19.082 -25.915 -0.102 0.2 0.8 1.2
O 20.793 -15.243 -9.317 -0.3 1.1 1.9
F 25.521 -30.684 3.598 -0.4 -0.3 -0.6
H 19.527 -15.603 -10.827 0.1 -0.6 0.1
B 19.354 -22.369 -0.684 -0.2 0.1 0.9
```
Positions in Å, forces in eV/Å.

Löwdin atomic charge list, values in e, 99 entries: H 0.119; O -0.194; H 0.082; N -0.070; F 0.030; H 0.141; C -0.026; H 0.118; H 0.132; H 0.143; H 0.086; C -0.022; N -0.064; H 0.132; H 0.115; H 0.081; H 0.096; H 0.139; C 0.020; H 0.095; H 0.151; F 0.117; N -0.076; F 0.066; C -0.119; H 0.134; H 0.152; C -0.103; H 0.144; C -0.072; C -0.004; C 0.062; H 0.125; F 0.122; H 0.115; O -0.165; O -0.221; H 0.163; C -0.069; H 0.129; C 0.033; C 0.061; H 0.140; H 0.097; H 0.130; H 0.101; H 0.149; C -0.047; H 0.147; C -0.114; C -0.155; H 0.158; N -0.057; H 0.083; H 0.151; C 0.041; H 0.097; C 0.073; C -0.104; F 0.169; C 0.016; H 0.106; H 0.127; C -0.098; O -0.201; N -0.039; H 0.178; H 0.106; H 0.119; H 0.153; H 0.119; H 0.143; C 0.070; H 0.108; C -0.183; H 0.106; H 0.126; H 0.094; F 0.094; H 0.119; C 0.027; O -0.220; C 0.061; H 0.170; F -0.009; F 0.122; C -0.109; F 0.062; H 0.125; C -0.090; C 0.025; H 0.070; C 0.033; H 0.130; C 0.063; H 0.160; H 0.098; H 0.121; H 0.125

No. 2
This record from OMol25 describes an isolated molecule of C13H13Cl2N3O2 in a non-equilibrium geometry. The level of theory is ωB97M-V/def2-TZVPD.

Values from the calculation:
Lowest unoccupied orbital energy (eV): 0.2985
Max |F| (eV/A): 1.39
Orbital gap (eV): 9.357
Multiplicity: 1
Total charge: 0
Energy above the lowest of the compared OMol25 structures with the same formula, charge and spin (eV): 0.000
HOMO energy (eV): -9.06

```
33
Properties=species:S:1:pos:R:3:forces:R:3
C -5.176 -1.275 0.259 0.1 0.1 -0.2
N 1.989 1.046 0.229 -1.4 0.0 0.2
H -2.973 -0.394 -2.252 0.0 -0.1 0.0
C 4.568 -1.589 0.356 0.2 0.1 0.0
C -1.544 1.738 0.682 0.3 0.0 0.4
H 4.656 -2.650 0.521 0.0 -0.1 0.0
C 3.329 -0.978 0.402 -0.1 0.3 0.0
N 0.660 2.693 0.010 -0.7 0.4 0.0
C -2.370 -0.288 -0.214 -0.1 -0.4 -0.4
C 0.771 0.567 0.588 -0.2 0.5 0.0
H 2.454 -1.575 0.600 -0.1 -0.1 0.0
C -4.724 -0.576 -1.013 0.1 -0.1 0.1
H 0.575 -0.432 0.911 0.0 -0.2 0.1
H -1.858 2.780 0.606 0.0 -0.2 0.0
H 4.259 2.206 -0.245 0.1 0.1 0.0
H 6.488 1.115 -0.331 0.1 0.0 0.0
H -5.072 -2.357 0.177 0.0 0.1 0.0
N 1.874 2.336 -0.109 1.2 0.3 -0.3
C 4.365 1.146 -0.078 -0.2 0.0 0.0
H -3.072 -1.937 -1.362 0.1 0.1 0.0
H -4.625 -0.923 1.131 0.0 -0.1 0.0
Cl -6.901 -0.939 0.563 -0.1 0.0 0.1
C 5.602 0.536 -0.126 0.0 -0.2 0.0
C -3.246 -0.862 -1.306 0.0 0.1 0.1
C -0.077 1.644 0.444 0.1 -0.7 0.1
H -1.790 1.327 1.668 -0.1 0.1 -0.2
O -1.828 -0.934 0.646 0.1 0.0 0.2
H -4.871 0.501 -0.914 -0.1 0.0 0.0
H -5.329 -0.926 -1.851 0.0 0.1 0.0
Cl 7.244 -1.598 0.038 0.2 -0.1 0.0
O -2.299 1.038 -0.314 -0.2 0.3 -0.3
C 3.225 0.393 0.188 1.0 -0.3 -0.1
C 5.700 -0.831 0.094 -0.3 0.1 0.0
```
Positions in Å, forces in eV/Å.

Computed natural (NBO) charges, given in elementary charges: C -0.365; N -0.195; H 0.241; C -0.205; C -0.109; H 0.231; C -0.240; N -0.216; C 0.806; C -0.058; H 0.223; C -0.405; H 0.248; H 0.225; H 0.252; H 0.233; H 0.213; N -0.057; C -0.222; H 0.227; H 0.215; Cl -0.070; C -0.212; C -0.501; C 0.028; H 0.210; O -0.618; H 0.222; H 0.221; Cl 0.016; O -0.499; C 0.207; C -0.049